Entry from the OMol25 dataset: an isolated ion of composition C5H12NO and charge -1 in a non-equilibrium geometry (ωB97M-V/def2-TZVPD).

The geometry in ORCA input format:
```
! RIJCOSX wB97M-V def2-TZVPD def2/J DEFGRID3
* xyz -1 1
C -2.686 0.220 0.749
C -1.419 -0.477 0.272
C -1.695 -1.354 -0.944
C -0.293 0.554 -0.119
N 1.005 -0.006 -0.056
C 2.229 0.790 0.311
O 3.334 0.304 -0.214
H -2.444 1.028 1.451
H -3.190 0.666 -0.101
H -3.314 -0.491 1.295
H -0.872 -1.034 1.033
H -2.268 -2.263 -0.724
H -0.764 -1.758 -1.360
H -2.299 -0.839 -1.685
H -0.363 1.356 0.615
H -0.572 0.983 -1.107
H 1.192 -0.894 -0.492
H 2.191 0.845 1.440
H 2.000 1.848 -0.023
*
```

Energy relative to the best compared isomer or geometry (same formula, charge and spin) (kcal/mol): 16.0
SMILES: CC(C)CNC[O-]
Molecular weight (g mol⁻¹): 102.2
Gap between HOMO and LUMO (eV): 5.7
E (eV): -8916.3682


Entry from the OMol25 dataset: an isolated ion of composition C5H12NO and charge -1 in a non-equilibrium geometry (ωB97M-V/def2-TZVPD).

The geometry in ORCA input format:
```
! RIJCOSX wB97M-V def2-TZVPD def2/J DEFGRID3
* xyz -1 1
C -0.830 3.257 -0.002
N -1.253 1.895 -0.302
C -0.396 0.905 0.327
C -0.939 -0.531 0.166
C 0.086 -1.611 0.538
C 1.216 -1.827 -0.531
O 2.154 -2.707 -0.180
H -0.837 3.386 1.082
H 0.204 3.496 -0.296
H -1.498 3.966 -0.477
H -1.179 1.783 -1.293
H -0.355 1.109 1.399
H 0.614 0.888 -0.099
H -1.760 -0.562 0.897
H -1.378 -0.734 -0.815
H -0.406 -2.535 0.843
H 0.640 -1.283 1.429
H 0.638 -2.000 -1.493
H 1.672 -0.807 -0.656
*
```

Energy relative to the best compared isomer or geometry (same formula, charge and spin) (kcal/mol): 19.6
SMILES: CNCCCC[O-]
Molecular weight (g mol⁻¹): 102.2
Gap between HOMO and LUMO (eV): 5.6
E (eV): -8916.2145


Entry from the OMol25 dataset: a 2-piece molecular cluster, C5H12NO overall in a non-equilibrium geometry (ωB97M-V/def2-TZVPD).

The geometry in ORCA input format:
```
! RIJCOSX wB97M-V def2-TZVPD def2/J DEFGRID3
* xyz -1 1
C 2.163 -0.155 0.252
O 1.443 0.990 0.258
C 2.476 -0.643 1.673
H 3.182 -0.077 -0.289
H 1.631 -1.011 -0.263
H 3.096 -1.571 1.697
H 1.546 -0.833 2.210
H 3.043 0.167 2.188
C -1.688 -1.361 -1.082
C -1.578 0.074 -0.640
C -0.618 0.919 -1.074
N -2.587 0.514 0.274
H -2.651 -1.547 -1.509
H -1.543 -2.040 -0.203
H -0.884 -1.590 -1.816
H -0.536 1.938 -0.666
H 0.192 0.585 -1.725
H -2.571 -0.039 1.104
H -2.463 1.496 0.508
*
```

Energy relative to the best compared isomer or geometry (same formula, charge and spin) (kcal/mol): 27.5
Molecular weight (g mol⁻¹): 102.2
Gap between HOMO and LUMO (eV): 6.3
E (eV): -8915.8719


Entry from the OMol25 dataset: an isolated ion of composition C5H12NO and charge -1 in a non-equilibrium geometry (ωB97M-V/def2-TZVPD).

The geometry in ORCA input format:
```
! RIJCOSX wB97M-V def2-TZVPD def2/J DEFGRID3
* xyz -1 1
C -0.934 0.235 1.371
C -0.509 -0.666 0.232
C -1.648 -0.927 -0.758
C 0.706 -0.063 -0.533
N 0.325 1.150 -1.282
C 1.956 0.138 0.419
O 1.842 -0.410 1.644
H -0.051 0.264 2.028
H -1.895 -0.042 1.803
H -1.060 1.234 1.036
H -0.067 -1.587 0.572
H -1.281 -1.325 -1.718
H -2.405 -1.621 -0.372
H -2.093 0.027 -1.042
H 0.983 -0.812 -1.276
H 0.140 1.885 -0.609
H 1.095 1.461 -1.839
H 2.837 -0.202 -0.166
H 2.060 1.260 0.489
*
```

Energy relative to the best compared isomer or geometry (same formula, charge and spin) (kcal/mol): 9.7
SMILES: CC(C)[C@@H](N)C[O-]
Molecular weight (g mol⁻¹): 102.2
Gap between HOMO and LUMO (eV): 6.6
E (eV): -8916.6413


Entry from the OMol25 dataset: an isolated ion of composition C5H12NO and charge -2 in a non-equilibrium geometry (ωB97M-V/def2-TZVPD).

The geometry in ORCA input format:
```
! RIJCOSX wB97M-V def2-TZVPD def2/J DEFGRID3
* xyz -2 2
C -1.554 -1.690 -0.533
O -2.540 -1.579 -1.427
C -0.562 -0.454 -0.450
C 0.276 -0.457 0.823
C 1.066 0.827 1.120
C 1.841 1.333 -0.101
N -1.301 0.797 -0.715
H -1.907 -1.722 0.554
H -0.905 -2.582 -0.639
H 0.195 -0.532 -1.228
H -0.354 -0.689 1.697
H 0.983 -1.285 0.743
H 0.287 1.550 1.352
H 1.738 0.716 1.971
H 1.419 2.208 -0.551
H 2.873 1.632 0.192
H 2.114 0.519 -0.781
H -2.221 0.618 -0.312
H -1.449 0.788 -1.716
*
```

Energy relative to the best compared isomer or geometry (same formula, charge and spin) (kcal/mol): 6.0
Molecular weight (g mol⁻¹): 102.2
Gap between HOMO and LUMO (spin up / spin down) (eV): 2.8 / 6.9
E (eV): -8912.3976


Entry from the OMol25 dataset: a 2-piece molecular cluster, C5H12NO overall in a non-equilibrium geometry (ωB97M-V/def2-TZVPD).

The geometry in ORCA input format:
```
! RIJCOSX wB97M-V def2-TZVPD def2/J DEFGRID3
* xyz 0 2
C -2.476 0.222 1.703
C -1.745 -1.056 1.226
C -0.814 -0.744 0.052
C 0.480 -0.653 0.364
N 1.470 -0.157 -0.564
C 2.542 -0.887 -0.947
H -3.458 -0.113 2.059
H -2.651 0.946 0.929
H -2.025 0.629 2.585
H -2.465 -1.849 1.125
H -1.133 -1.423 2.036
H -1.177 -0.400 -0.933
H 0.943 -0.841 1.314
H 1.248 0.763 -0.946
H 2.653 -1.925 -0.692
H 3.074 -0.530 -1.861
H 0.789 2.766 -2.492
H 0.307 3.176 -1.218
O 0.709 2.380 -1.606
*
```

Energy relative to the best compared isomer or geometry (same formula, charge and spin) (kcal/mol): 19.5
Molecular weight (g mol⁻¹): 102.2
Gap between HOMO and LUMO (spin up / spin down) (eV): 5.9 / 9.3
E (eV): -8914.3423


Entry from the OMol25 dataset: a 2-piece molecular cluster, C5H12NO overall in a non-equilibrium geometry (ωB97M-V/def2-TZVPD).

The geometry in ORCA input format:
```
! RIJCOSX wB97M-V def2-TZVPD def2/J DEFGRID3
* xyz 0 2
C -1.323 -0.553 2.390
C -1.930 -0.696 0.977
C -1.108 -0.174 -0.198
C -0.092 0.662 0.004
N 0.938 0.885 -0.887
C 1.336 2.056 -1.455
H -1.606 -1.418 2.972
H -0.246 -0.457 2.364
H -1.752 0.283 2.947
H -2.152 -1.755 0.828
H -2.909 -0.192 1.025
H -1.464 -0.623 -1.111
H -0.089 1.305 0.884
H 1.428 0.061 -1.232
H 0.826 2.974 -1.207
H 2.200 2.147 -2.086
H 2.230 -1.771 -2.711
H 3.220 -1.555 -1.501
O 2.494 -1.180 -2.004
*
```

Energy relative to the best compared isomer or geometry (same formula, charge and spin) (kcal/mol): 17.2
Molecular weight (g mol⁻¹): 102.2
Gap between HOMO and LUMO (spin up / spin down) (eV): 6.1 / 9.0
E (eV): -8914.4415


Entry from the OMol25 dataset: C5H12NO as an isolated structure in a non-equilibrium geometry (ωB97M-V/def2-TZVPD).

The geometry in ORCA input format:
```
! RIJCOSX wB97M-V def2-TZVPD def2/J DEFGRID3
* xyz 1 1
C -0.429 2.138 -1.762
C 1.790 0.771 1.172
C -1.474 -3.253 0.743
C 0.519 1.254 -1.014
C 0.640 1.099 0.364
N -0.711 -2.059 0.737
O -0.671 -1.234 -0.179
H 0.112 3.083 -1.855
H -0.775 1.770 -2.705
H -1.389 2.301 -1.105
H 1.530 0.350 2.133
H 2.148 1.761 1.450
H 2.370 -0.011 0.715
H -2.055 -3.352 -0.140
H -2.006 -3.410 1.703
H -0.829 -4.028 0.727
H 1.293 0.838 -1.677
H 0.089 0.204 -0.155
H -0.153 1.778 0.849
*
```

Energy relative to the best compared isomer or geometry (same formula, charge and spin) (kcal/mol): 128.7
Molecular weight (g mol⁻¹): 102.2
Gap between HOMO and LUMO (spin up / spin down) (eV): 8.8 / 8.8
E (eV): -8905.0501


Entry from the OMol25 dataset: an isolated ion of composition C5H12NO and charge +1 in a non-equilibrium geometry (ωB97M-V/def2-TZVPD).

The geometry in ORCA input format:
```
! RIJCOSX wB97M-V def2-TZVPD def2/J DEFGRID3
* xyz 1 1
C 2.351 -0.212 1.459
N 1.294 -0.154 0.712
C 0.532 -1.304 0.058
C -0.959 -0.927 0.088
C -1.568 0.481 0.034
C -1.042 1.229 -1.243
O 0.240 1.696 -0.754
H 2.383 -0.592 2.472
H 3.312 -0.399 0.924
H 0.859 0.855 0.086
H 0.487 -2.239 0.688
H 1.116 -1.556 -0.838
H -1.431 -1.238 1.018
H -1.431 -1.787 -0.432
H -2.643 0.434 -0.144
H -1.283 0.951 1.064
H -1.751 1.920 -1.632
H -0.946 0.476 -2.064
H 0.481 2.366 -1.494
*
```

Energy relative to the best compared isomer or geometry (same formula, charge and spin) (kcal/mol): 125.0
SMILES: C=[NH+]CCCCO
Molecular weight (g mol⁻¹): 102.2
Gap between HOMO and LUMO (eV): 7.6
E (eV): -8905.2067


Entry from the OMol25 dataset: an isolated ion of composition C5H12NO and charge +1 in a non-equilibrium geometry (ωB97M-V/def2-TZVPD).

The geometry in ORCA input format:
```
! RIJCOSX wB97M-V def2-TZVPD def2/J DEFGRID3
* xyz 1 1
C 1.429 1.341 0.465
C 0.860 -0.036 0.227
C 0.851 -0.313 -1.292
C -0.543 -0.344 0.712
N -1.487 0.569 0.076
C -1.075 -1.806 0.476
O -2.273 -2.038 0.470
H 2.519 1.232 0.079
H 0.904 1.959 -0.167
H 1.113 1.636 1.469
H 1.479 -0.851 0.621
H 0.242 -1.263 -1.568
H 0.207 0.314 -2.027
H 1.899 -0.295 -1.755
H -0.526 -0.169 1.799
H -1.298 1.568 0.354
H -2.563 0.529 0.428
H -1.466 0.478 -0.966
H -0.270 -2.512 0.599
*
```

Energy relative to the best compared isomer or geometry (same formula, charge and spin) (kcal/mol): 42.3
SMILES: CC(C)[C@@H]([NH3+])C=O
Molecular weight (g mol⁻¹): 102.2
Gap between HOMO and LUMO (eV): 10.7
E (eV): -8908.7932


Entry from the OMol25 dataset: an isolated ion of composition C5H12NO and charge +1 in a non-equilibrium geometry (ωB97M-V/def2-TZVPD).

The geometry in ORCA input format:
```
! RIJCOSX wB97M-V def2-TZVPD def2/J DEFGRID3
* xyz 1 1
C -1.077 0.053 2.264
C -1.673 0.512 1.171
C -1.090 0.638 -0.211
C 0.349 0.229 -0.399
N 0.901 0.686 -1.706
C 0.635 -1.297 -0.222
O 1.926 -1.506 -0.769
H -0.005 -0.010 2.434
H -1.674 -0.057 3.161
H -2.578 1.099 1.272
H -1.231 1.709 -0.428
H -1.679 0.156 -1.002
H 1.007 0.595 0.388
H 1.836 0.254 -1.811
H 1.064 1.691 -1.738
H 0.298 0.430 -2.487
H 0.623 -1.402 0.857
H -0.130 -1.911 -0.696
H 2.500 -1.868 -0.079
*
```

Energy relative to the best compared isomer or geometry (same formula, charge and spin) (kcal/mol): 27.9
SMILES: C=CC[C@H]([NH3+])CO
Molecular weight (g mol⁻¹): 102.2
Gap between HOMO and LUMO (eV): 9.8
E (eV): -8909.4181


Entry from the OMol25 dataset: an isolated ion of composition C5H12NO and charge +1 in a non-equilibrium geometry (ωB97M-V/def2-TZVPD).

The geometry in ORCA input format:
```
! RIJCOSX wB97M-V def2-TZVPD def2/J DEFGRID3
* xyz 1 1
C 0.876 -2.030 0.264
N 0.270 -0.905 -0.481
C 0.203 0.475 0.280
C 0.846 1.392 -0.624
C -1.402 0.911 0.605
C -2.496 0.148 -0.034
O -2.284 -0.854 -0.685
H 1.976 -2.015 0.075
H 0.676 -1.785 1.394
H 0.474 -3.028 0.012
H 0.778 -0.864 -1.464
H -0.667 -1.020 -0.769
H 0.837 0.358 1.142
H 0.441 1.512 -1.649
H 1.927 1.052 -0.773
H 0.729 2.377 -0.165
H -1.553 0.907 1.770
H -1.487 1.917 0.252
H -3.533 0.604 -0.123
*
```

Energy relative to the best compared isomer or geometry (same formula, charge and spin) (kcal/mol): 34.5
SMILES: C[NH2+][C@@H](C)CC=O
Molecular weight (g mol⁻¹): 102.2
Gap between HOMO and LUMO (eV): 11.5
E (eV): -8909.1352


- Look up the E of the fourth one.
  -8916.6413 eV